1.
{"formula": "C47H44LuN5O5P2S", "method": "ωB97M-V/def2-TZVPD", "lumo_energy_ev": -0.496, "e_homo_ha": -0.239, "symbols": ["Lu", "C", "P", "C", "C", "C", "C", "C", "C", "C", "C", "C", "C", "C", "C", "C", "C", "C", "C", "C", "P", "C", "C", "C", "C", "C", "C", "C", "C", "C", "C", "C", "C", "N", "H", "H", "H", "H", "H", "H", "H", "H", "H", "H", "H", "H", "H", "H", "H", "H", "H", "H", "H", "H", "H", "H", "H", "H", "H", "H", "O", "C", "O", "C", "C", "N", "N", "C", "C", "O", "O", "H", "H", "H", "C", "C", "N", "C", "C", "C", "S", "N", "C", "O", "C", "C", "C", "C", "C", "C", "H", "H", "H", "H", "H", "H", "H", "H", "H", "H", "H", "H", "H", "H", "H"], "positions_angstrom": [[-0.440, 0.355, -1.060], [-1.663, -3.012, -1.990], [0.066, -2.476, -1.906], [1.057, -3.712, -1.057], [1.855, -4.654, -1.754], [2.373, -5.749, -1.118], [2.155, -5.960, 0.288], [1.249, -5.125, 0.930], [0.724, -3.997, 0.265], [0.506, -2.703, -3.694], [1.517, -1.844, -4.197], [1.727, -1.706, -5.607], [1.050, -2.520, -6.498], [-0.005, -3.327, -5.991], [-0.272, -3.412, -4.600], [-2.452, -2.425, -0.877], [-3.326, -3.130, 0.010], [-3.804, -2.190, 0.881], [-3.130, -0.966, 0.693], [-3.396, 0.265, 1.456], [-1.707, 0.764, 2.352], [-1.727, -0.459, 3.616], [-2.886, -0.867, 4.298], [-2.803, -1.976, 5.160], [-1.620, -2.699, 5.363], [-0.453, -2.180, 4.782], [-0.479, -1.031, 3.991], [-1.967, 2.303, 3.314], [-1.668, 2.414, 4.677], [-1.967, 3.570, 5.361], [-2.665, 4.609, 4.731], [-2.948, 4.508, 3.313], [-2.580, 3.356, 2.615], [-2.210, -1.157, -0.406], [-1.823, -4.074, -2.200], [-2.152, -2.560, -2.857], [2.007, -4.476, -2.796], [3.103, -6.370, -1.610], [2.647, -6.742, 0.834], [0.982, -5.302, 1.981], [-0.014, -3.305, 0.744], [2.242, -1.309, -3.609], [2.379, -0.934, -5.992], [1.286, -2.602, -7.552], [-0.554, -3.989, -6.722], [-0.911, -4.229, -4.222], [-3.702, -4.130, -0.040], [-4.566, -2.346, 1.610], [-4.207, -0.017, 2.135], [-3.607, 1.188, 0.904], [-3.823, -0.288, 4.212], [-3.762, -2.316, 5.626], [-1.667, -3.535, 6.077], [0.502, -2.656, 5.007], [0.457, -0.682, 3.516], [-1.238, 1.559, 5.213], [-1.773, 3.646, 6.424], [-2.942, 5.457, 5.352], [-3.513, 5.333, 2.913], [-2.850, 3.261, 1.543], [-5.278, 3.129, -3.058], [-4.835, 2.208, -3.893], [-5.496, 1.867, -4.896], [-3.570, 1.465, -3.631], [-3.089, 0.567, -4.614], [-1.904, 0.024, -4.145], [-1.656, 0.613, -2.893], [-2.605, 1.604, -2.639], [-2.659, 2.301, -1.293], [-3.470, 3.152, -0.994], [-1.639, 1.929, -0.489], [-4.749, 3.217, -2.230], [-3.529, 0.426, -5.605], [-1.271, -0.632, -4.611], [5.756, 2.092, 1.008], [5.489, 0.651, 0.567], [4.153, 0.063, 0.932], [4.283, -1.086, 1.828], [4.691, -0.792, 3.267], [3.029, 0.616, 0.396], [1.530, -0.101, 0.863], [3.034, 1.726, -0.322], [2.055, 2.135, -1.075], [1.260, 1.414, -1.838], [1.904, 3.630, -1.153], [0.733, 4.160, -1.651], [0.449, 5.510, -1.616], [1.436, 6.356, -1.136], [2.638, 5.872, -0.614], [2.859, 4.517, -0.641], [6.751, 2.295, 0.581], [5.777, 2.212, 2.051], [4.986, 2.773, 0.588], [6.231, -0.008, 0.981], [5.573, 0.570, -0.509], [5.020, -1.736, 1.376], [3.276, -1.618, 1.777], [5.697, -1.164, 3.542], [4.021, -1.221, 4.011], [4.639, 0.295, 3.491], [-0.009, 3.527, -2.138], [-0.529, 5.926, -1.850], [1.189, 7.423, -1.123], [3.432, 6.541, -0.202], [3.786, 4.101, -0.233]], "forces_ev_per_a": [[1.11, -2.18, 2.25], [-1.03, 0.11, -0.44], [0.43, 0.63, -1.34], [-0.44, -1.85, 0.20], [-0.76, 0.89, 0.47], [0.87, -0.19, 2.05], [-0.79, 1.02, -1.62], [0.12, 0.54, 0.24], [-0.57, 0.52, 0.39], [1.10, 1.67, 0.19], [-0.33, -0.35, -2.16], [-0.25, -0.34, 1.19], [-1.65, -0.72, 0.85], [0.34, -0.76, -0.32], [0.38, -1.03, -1.18], [-0.19, -1.62, 2.99], [0.88, 0.69, -2.34], [0.51, 2.21, 1.02], [0.50, -2.03, -2.06], [1.43, 0.96, 0.84], [-0.71, 0.23, -1.49], [0.84, -0.97, 1.93], [0.66, -0.39, 0.38], [-1.31, -0.14, -0.09], [-0.50, 1.05, 0.06], [0.11, -0.18, 0.74], [-0.71, -0.69, -0.91], [-0.70, -0.24, -0.34], [0.22, -0.68, -0.53], [-0.84, 0.82, -0.02], [0.49, -0.81, -1.50], [0.39, -0.08, 2.55], [-0.43, 0.69, 0.12], [-1.17, 0.67, 0.91], [0.11, -0.02, 0.72], [0.70, 0.24, -0.60], [0.33, -0.14, -0.55], [-0.12, -0.26, -0.28], [0.07, -0.36, -0.04], [0.12, 0.12, -0.50], [0.75, -0.80, -0.04], [-0.37, 0.30, 0.72], [0.46, -0.21, 0.17], [-0.05, 0.44, 0.02], [0.58, 0.79, 1.06], [-0.09, 0.88, -0.38], [0.13, -0.42, -0.36], [-0.34, -0.05, 0.48], [0.17, 0.62, 0.04], [-0.40, -0.46, -0.12], [0.56, -0.61, -0.12], [1.06, 0.28, -0.24], [0.41, 0.30, -0.66], [-0.14, 0.10, -0.11], [-0.69, -0.14, 0.29], [-0.10, 0.36, -0.28], [0.12, -0.04, -0.01], [-0.12, 0.04, -0.49], [0.01, -0.03, -0.58], [0.34, 0.04, 0.81], [0.09, -0.06, -0.04], [-1.95, -1.29, -2.22], [1.55, 1.12, 2.25], [0.08, 0.56, -1.63], [1.04, 0.08, 1.13], [-2.59, 2.92, 1.72], [-0.40, 0.91, -1.96], [0.33, -3.51, -1.00], [3.09, -0.47, 1.63], [-0.48, -0.32, -0.59], [-2.72, 1.56, -1.84], [0.31, -0.07, -0.15], [0.31, -0.33, 0.59], [-0.13, 0.32, 0.62], [-0.23, -0.26, -2.03], [-1.31, 0.21, 0.04], [1.28, 1.87, -0.72], [-2.37, -0.93, -0.43], [0.27, 0.94, 0.85], [-0.46, -1.84, 1.11], [-0.49, -0.32, 0.19], [0.86, -0.20, 0.14], [-0.54, 0.38, -1.92], [1.31, 1.04, 1.40], [0.09, -0.13, 0.02], [-1.26, -0.43, -0.91], [0.63, 0.37, 0.52], [-0.36, 0.97, 0.43], [0.45, 0.75, -0.17], [0.55, -0.98, 0.47], [-0.34, 0.44, 0.28], [0.10, 0.04, 1.48], [0.77, -0.48, 0.23], [0.31, -0.26, 0.27], [0.09, 0.15, -0.35], [0.11, -0.28, -0.21], [1.42, 0.58, 0.20], [-0.41, 0.32, -0.40], [-0.22, -0.26, -0.23], [0.23, -0.52, -0.28], [0.23, -0.18, 0.42], [0.25, -0.27, -0.35], [0.37, -0.27, 0.12], [-0.95, -0.54, -0.47], [-0.42, 0.22, -0.18]], "lowdin_charge": [1.4128, -0.3208, 1.0078, -0.3601, -0.0927, -0.0749, -0.0638, -0.0779, -0.0926, -0.4033, -0.0874, -0.0827, -0.0925, -0.0731, -0.1160, -0.4242, -0.0766, -0.1026, -0.3616, -0.2443, 1.0569, -0.4382, -0.0892, -0.0938, -0.0908, -0.0991, -0.1026, -0.3567, -0.1015, -0.1098, -0.0759, -0.0655, -0.0996, -0.0674, 0.0996, 0.0732, 0.0862, 0.0965, 0.0936, 0.1086, 0.1156, 0.0977, 0.1002, 0.1005, 0.1175, 0.1123, 0.0854, 0.0915, 0.0737, 0.0458, 0.1150, 0.1106, 0.1038, 0.0953, 0.0637, 0.1047, 0.0977, 0.0917, 0.0890, 0.0869, 0.1463, -0.4536, 0.0612, -0.0608, 0.0557, 0.0896, -0.0567, -0.0859, -0.4971, 0.0929, -0.2720, 0.0840, 0.1468, 0.1525, -0.0623, -0.1828, -0.1198, -0.2504, -0.0732, -0.6880, 0.6030, 0.1094, -0.4184, -0.2403, -0.1260, -0.0355, -0.0670, -0.0842, -0.0752, -0.0287, 0.0856, 0.0492, 0.0447, 0.1031, 0.1135, 0.1067, 0.0788, 0.0779, 0.0635, 0.0832, 0.1037, 0.1120, 0.1066, 0.1206, 0.0913]}

***

2.
{"formula": "C47H45CoN3O2P2S3", "method": "ωB97M-V/def2-TZVPD", "lumo_energy_ev": [4.332, 4.332], "charge": -2, "spin_multiplicity": 2, "s_squared": 0.788, "e_homo_ha": [-0.062, -0.069], "symbols": ["Co", "S", "P", "C", "P", "S", "C", "C", "C", "C", "C", "C", "C", "C", "C", "C", "C", "C", "C", "C", "C", "C", "C", "C", "C", "C", "C", "C", "C", "C", "H", "H", "H", "H", "H", "H", "H", "H", "H", "H", "H", "H", "H", "H", "H", "H", "H", "H", "H", "H", "C", "C", "N", "C", "C", "C", "S", "N", "C", "O", "C", "C", "C", "C", "C", "C", "H", "H", "H", "H", "H", "H", "H", "H", "H", "H", "H", "H", "H", "H", "H", "C", "C", "N", "O", "H", "H", "H", "H", "H", "C", "C", "C", "C", "C", "C", "C", "C", "H", "H", "H", "H", "H"], "positions_angstrom": [[-0.749, 0.212, 1.412], [-0.037, 0.512, 3.706], [1.671, 0.406, 2.636], [1.267, 0.004, 1.074], [1.895, -1.301, 0.188], [1.218, -3.165, 0.391], [3.732, -1.334, 0.439], [4.366, -2.438, 0.997], [5.737, -2.427, 1.224], [6.494, -1.314, 0.887], [5.871, -0.209, 0.320], [4.501, -0.222, 0.100], [1.874, -0.862, -1.602], [1.979, -1.848, -2.577], [2.008, -1.508, -3.923], [1.921, -0.178, -4.309], [1.813, 0.811, -3.339], [1.795, 0.469, -1.994], [2.867, -0.700, 3.499], [4.203, -0.385, 3.727], [5.046, -1.299, 4.348], [4.562, -2.538, 4.740], [3.232, -2.867, 4.499], [2.391, -1.955, 3.883], [2.524, 2.021, 2.804], [2.698, 2.607, 4.056], [3.380, 3.806, 4.181], [3.884, 4.440, 3.049], [3.689, 3.876, 1.799], [3.010, 2.669, 1.680], [3.762, -3.300, 1.252], [6.212, -3.288, 1.679], [7.562, -1.302, 1.070], [6.451, 0.667, 0.054], [4.021, 0.643, -0.341], [2.009, -2.885, -2.264], [2.069, -2.287, -4.675], [1.914, 0.086, -5.360], [1.725, 1.853, -3.629], [1.678, 1.223, -1.226], [4.595, 0.571, 3.407], [6.087, -1.046, 4.511], [5.221, -3.253, 5.220], [2.852, -3.841, 4.784], [1.356, -2.205, 3.682], [2.282, 2.118, 4.930], [3.511, 4.256, 5.159], [4.410, 5.384, 3.145], [4.052, 4.382, 0.912], [2.813, 2.224, 0.711], [-4.117, 3.416, -0.993], [-4.928, 2.866, 0.176], [-4.934, 1.416, 0.247], [-5.963, 0.703, -0.500], [-5.488, 0.186, -1.855], [-3.928, 0.709, 0.854], [-2.663, 1.598, 1.613], [-4.104, -0.611, 0.751], [-3.229, -1.527, 1.219], [-2.148, -1.390, 1.794], [-3.654, -2.950, 0.932], [-2.673, -3.937, 0.959], [-3.007, -5.254, 0.675], [-4.319, -5.593, 0.372], [-5.298, -4.609, 0.341], [-4.963, -3.288, 0.610], [-4.097, 4.509, -0.961], [-4.538, 3.107, -1.952], [-3.094, 3.049, -0.919], [-5.970, 3.190, 0.099], [-4.525, 3.256, 1.108], [-6.800, 1.396, -0.631], [-6.309, -0.135, 0.103], [-5.183, 1.004, -2.510], [-6.290, -0.370, -2.351], [-4.635, -0.478, -1.716], [-1.652, -3.643, 1.176], [-2.234, -6.014, 0.678], [-4.578, -6.623, 0.150], [-6.322, -4.868, 0.096], [-5.704, -2.501, 0.567], [-0.086, 5.252, -1.424], [-0.030, 4.101, -0.431], [-0.351, 2.892, -0.928], [0.329, 4.271, 0.720], [-0.783, 5.069, -2.243], [0.911, 5.405, -1.841], [-0.374, 6.155, -0.889], [-0.698, 2.780, -1.864], [-0.400, 2.072, -0.328], [-1.130, -0.073, -0.418], [-1.451, -0.236, -1.585], [-1.720, -0.526, -2.953], [-2.172, 0.459, -3.843], [-2.401, 0.168, -5.178], [-2.195, -1.118, -5.662], [-1.761, -2.109, -4.788], [-1.526, -1.822, -3.455], [-2.345, 1.460, -3.463], [-2.746, 0.951, -5.846], [-2.373, -1.346, -6.707], [-1.597, -3.117, -5.153], [-1.173, -2.584, -2.771]], "forces_ev_per_a": [[0.16, -0.12, -0.17], [0.03, 0.04, -0.18], [0.04, 0.04, 0.50], [-0.22, -0.14, -0.26], [0.06, 0.04, -0.05], [-0.01, -0.01, 0.02], [0.02, -0.05, 0.02], [0.01, 0.01, -0.06], [0.00, 0.00, -0.02], [0.00, -0.01, 0.01], [-0.01, 0.01, 0.01], [-0.01, 0.04, -0.01], [-0.02, -0.05, 0.01], [-0.01, -0.02, 0.01], [-0.01, 0.02, -0.01], [0.00, 0.01, 0.01], [0.01, 0.01, 0.01], [-0.01, 0.00, -0.01], [-0.04, -0.01, 0.02], [-0.03, -0.02, 0.02], [0.00, 0.01, 0.01], [-0.01, -0.01, -0.01], [0.02, 0.00, -0.01], [-0.03, 0.00, -0.01], [0.02, -0.03, -0.04], [0.03, -0.02, 0.02], [0.00, 0.00, -0.01], [-0.01, -0.01, -0.02], [0.00, 0.00, 0.01], [-0.04, 0.03, 0.00], [-0.01, -0.01, 0.01], [0.00, 0.00, 0.00], [0.00, 0.00, 0.00], [0.00, 0.00, 0.00], [0.01, -0.03, 0.01], [0.00, 0.01, 0.00], [0.00, 0.00, 0.00], [0.00, 0.00, 0.00], [0.00, 0.00, 0.00], [-0.02, 0.04, 0.01], [0.01, 0.04, 0.00], [0.00, 0.01, -0.01], [0.00, 0.00, 0.00], [0.00, 0.00, 0.00], [0.01, -0.01, 0.00], [0.00, 0.00, -0.01], [0.00, 0.00, 0.00], [0.00, 0.00, 0.00], [-0.01, 0.00, 0.00], [0.01, 0.01, 0.01], [-0.01, 0.01, -0.01], [0.01, -0.01, 0.00], [-0.05, 0.04, 0.01], [0.00, 0.01, -0.05], [-0.01, 0.01, 0.02], [0.10, -0.09, -0.07], [-0.17, -0.13, 0.10], [0.19, 0.02, 0.19], [-0.02, 0.06, -0.06], [-0.06, 0.07, 0.15], [0.04, 0.02, -0.01], [-0.03, -0.01, -0.01], [0.01, 0.01, 0.00], [-0.01, -0.03, 0.00], [0.00, 0.03, 0.00], [-0.01, -0.02, 0.00], [0.00, -0.01, 0.00], [0.00, 0.01, 0.00], [0.03, -0.01, 0.00], [-0.01, 0.01, 0.01], [0.01, -0.01, 0.00], [0.00, 0.01, 0.00], [-0.01, 0.01, 0.00], [0.00, -0.01, -0.01], [0.00, 0.00, 0.00], [-0.01, 0.01, -0.01], [0.00, -0.01, 0.01], [0.00, 0.00, 0.00], [0.00, 0.00, 0.00], [0.00, 0.00, 0.00], [0.01, -0.01, 0.00], [-0.03, 0.01, 0.01], [0.02, -0.21, 0.02], [-0.01, 0.05, -0.11], [0.04, 0.29, 0.04], [0.01, 0.00, 0.00], [0.01, 0.00, 0.00], [0.00, 0.00, 0.00], [0.00, -0.05, 0.03], [0.03, 0.03, 0.02], [-0.06, 0.14, -0.10], [0.02, -0.03, 0.00], [0.00, -0.01, 0.00], [0.01, 0.01, 0.00], [0.01, 0.00, 0.00], [-0.01, 0.00, 0.00], [0.01, 0.00, 0.00], [0.00, 0.02, 0.00], [-0.01, -0.01, 0.00], [0.00, 0.00, 0.00], [0.00, 0.00, 0.00], [0.00, 0.00, 0.00], [0.00, 0.00, -0.01]], "lowdin_charge": [-0.0715, 0.3282, 0.4193, -0.5942, 0.3938, 0.1973, -0.3106, -0.1188, -0.1082, -0.1195, -0.0989, -0.0879, -0.3285, -0.1106, -0.1077, -0.1124, -0.0948, -0.1129, -0.3096, -0.0890, -0.1108, -0.1166, -0.0923, -0.1047, -0.3327, -0.1072, -0.1020, -0.1129, -0.0923, -0.0900, 0.0509, 0.0946, 0.0866, 0.0921, 0.0884, 0.0628, 0.0916, 0.0884, 0.0912, 0.0692, 0.1021, 0.0941, 0.0876, 0.0961, 0.0928, 0.0950, 0.0893, 0.0864, 0.0947, 0.0779, -0.0878, -0.2757, -0.1386, -0.2276, -0.0759, -0.6776, 0.7321, 0.0902, -0.4473, -0.0517, -0.1180, -0.0136, -0.0886, -0.1232, -0.1119, -0.0400, 0.0677, 0.0552, 0.0386, 0.1022, 0.0654, 0.1020, 0.0937, 0.0519, 0.0656, 0.0637, 0.0731, 0.0952, 0.0847, 0.0859, 0.0929, -0.0212, -0.6021, 0.1845, 0.0287, 0.0632, 0.0727, 0.0714, 0.0868, 0.0341, -0.1069, -0.0968, -0.2524, -0.0608, -0.1169, -0.1306, -0.1064, -0.0370, 0.0966, 0.0871, 0.0810, 0.0920, 0.1172]}

***

Going through the records in order, we get energy above the lowest of the compared OMol25 structures with the same formula, charge and spin values of 100.53; 0.00 kJ/mol.
Going through the records in order, we get M values of 1027.9; 901.0 Da.